{
  "formula": "C96H148B7F28N16O8",
  "method": "the ωB97M-V functional and the def2-TZVPD basis",
  "total_charge": 9,
  "orbital_gap_ev": 7.33,
  "elements": ["F", "F", "F", "F", "F", "F", "F", "F", "F", "F", "F", "F", "F", "F", "F", "F", "F", "F", "F", "F", "F", "F", "F", "F", "F", "F", "F", "F", "O", "O", "O", "O", "O", "O", "O", "O", "N", "N", "N", "N", "N", "N", "N", "N", "N", "N", "N", "N", "N", "N", "N", "N", "C", "C", "C", "C", "C", "C", "C", "C", "C", "C", "C", "C", "C", "C", "C", "C", "C", "C", "C", "C", "C", "C", "C", "C", "C", "C", "C", "C", "C", "C", "C", "C", "C", "C", "C", "C", "C", "C", "C", "C", "C", "C", "C", "C", "C", "C", "C", "C", "C", "C", "C", "C", "C", "C", "C", "C", "C", "C", "C", "C", "C", "C", "C", "C", "C", "C", "C", "C", "C", "C", "C", "C", "C", "C", "C", "C", "C", "C", "C", "C", "C", "C", "C", "C", "C", "C", "C", "C", "C", "C", "C", "C", "C", "C", "C", "C", "B", "B", "B", "B", "B", "B", "B", "H", "H", "H", "H", "H", "H", "H", "H", "H", "H", "H", "H", "H", "H", "H", "H", "H", "H", "H", "H", "H", "H", "H", "H", "H", "H", "H", "H", "H", "H", "H", "H", "H", "H", "H", "H", "H", "H", "H", "H", "H", "H", "H", "H", "H", "H", "H", "H", "H", "H", "H", "H", "H", "H", "H", "H", "H", "H", "H", "H", "H", "H", "H", "H", "H", "H", "H", "H", "H", "H", "H", "H", "H", "H", "H", "H", "H", "H", "H", "H", "H", "H", "H", "H", "H", "H", "H", "H", "H", "H", "H", "H", "H", "H", "H", "H", "H", "H", "H", "H", "H", "H", "H", "H", "H", "H", "H", "H", "H", "H", "H", "H", "H", "H", "H", "H", "H", "H", "H", "H", "H", "H", "H", "H", "H", "H", "H", "H", "H", "H", "H", "H", "H", "H", "H", "H", "H", "H", "H", "H", "H", "H", "H", "H", "H", "H", "H", "H"],
  "xyz": [[0.7099, 3.8974, -3.3816], [-0.9435, -1.9606, -0.3289], [8.1075, -2.0611, 1.3781], [-6.9335, 4.5372, 1.8756], [8.2979, -0.5099, 3.0349], [3.6044, -5.1632, -3.0505], [-3.3410, -0.9623, -4.0211], [-7.7085, 6.6975, 1.8495], [2.3098, 5.7497, 0.4134], [1.1050, 3.9828, 1.3409], [-2.9941, -2.7283, 0.2365], [2.0429, -5.4243, -1.4297], [-1.2230, -0.3102, -4.2744], [-1.1629, -3.9152, 0.7483], [1.1334, 6.0841, 2.3125], [-7.5676, 5.5141, 3.8722], [6.2699, -1.4167, 2.7214], [0.7700, 3.8761, -1.0955], [-1.5309, -2.0015, 1.9099], [7.9674, -2.7861, 3.5361], [-1.7624, -2.3915, -3.5758], [-0.6122, 2.4633, -2.2043], [2.8829, 4.8169, 2.3802], [-2.1162, -1.7919, -5.8102], [1.6022, 2.0508, -2.3202], [2.2319, -3.3076, -2.3803], [3.8876, -4.2683, -0.9857], [-5.6509, 6.1735, 2.7207], [-1.9747, 3.4957, -5.9852], [-8.4490, -5.5201, 3.1060], [-6.1118, 1.8140, -2.9988], [2.0547, -0.5836, 0.9538], [-6.7586, -3.5810, -6.8605], [-3.2826, -5.4972, -6.0690], [-8.5886, -1.2347, 2.7848], [-2.6817, 2.5149, 3.4555], [7.3126, -6.8745, 7.2183], [1.3786, -10.9217, -8.7454], [-10.3484, -3.6308, 2.6081], [1.2038, 14.8345, 0.1629], [3.8565, 2.7266, -3.2457], [-0.4563, 8.1034, -0.3276], [-4.6550, -3.0389, -5.3414], [0.5373, -4.4611, -6.1250], [18.9496, -3.3249, 3.3172], [2.2092, -5.6267, 2.6685], [12.2943, -3.5728, 1.3870], [-8.6122, 6.3137, 8.7787], [-11.3697, 7.5769, 2.3710], [-2.9146, 2.1471, -3.9425], [5.3071, 1.6630, 3.4431], [-0.3542, 0.3600, 1.2801], [-7.9822, 6.1334, 10.1015], [4.5056, -6.1628, 2.7858], [0.5757, -7.0214, -7.0568], [0.9619, -10.7733, -7.4898], [-10.2813, -4.9441, 1.7071], [-4.8529, 1.4397, -2.4095], [-3.1699, -4.9579, -4.7240], [3.8894, 3.6029, -1.0272], [4.0875, 2.1067, 3.1291], [5.4676, -6.7280, 5.1260], [-0.9469, 3.8888, -6.8533], [-0.2076, -6.0856, -7.6924], [0.5381, 8.4648, 0.5035], [-9.9595, -1.1109, 2.5559], [-8.3468, 6.6411, 6.4444], [10.8768, -3.6004, 0.9838], [0.7208, -9.5262, -6.8957], [1.3476, -5.3848, -5.5330], [-7.8326, 6.4590, 7.6881], [-10.5728, 6.6754, 7.4949], [-1.2956, 8.9742, -0.8804], [16.6982, -3.2040, 3.8523], [14.9435, -3.6256, 2.1451], [-3.6280, 2.3893, -2.6286], [1.6292, -9.7994, -9.4987], [-7.5606, -6.5209, 3.5819], [5.9746, 1.5900, 1.1709], [-9.7286, 6.8554, 6.3586], [5.7270, -7.9177, 5.7696], [1.3341, -6.6641, -5.9332], [3.4300, -5.6964, 2.0789], [4.4295, 1.5683, -2.8078], [-12.1343, 7.0992, 3.3647], [-2.7042, 2.3511, -6.3630], [0.0074, 10.7522, -0.0002], [1.7736, 16.2242, 0.1764], [20.3183, -3.1434, 3.5819], [1.3336, 14.0468, 1.2567], [12.9125, -2.4356, 1.7694], [14.3473, -4.7675, 1.6249], [17.9828, -3.0153, 4.1935], [5.7156, 1.6309, 4.8921], [4.7555, 1.4011, -1.4956], [3.7882, 2.3122, 1.8180], [-10.4932, -2.3278, 1.8551], [3.6631, 3.7449, -2.3753], [4.7318, 2.1001, 0.8648], [6.3034, -5.6525, 5.5248], [17.3222, -4.0130, 1.6465], [14.2413, -2.4304, 2.1679], [3.0522, -6.6294, 4.6422], [-9.9366, 6.4515, 8.6668], [1.0600, -5.0308, 1.9097], [4.3668, -6.6142, 4.1303], [0.6516, -2.9609, -5.8066], [16.3612, -3.6266, 2.5595], [1.3457, -0.4780, -0.2693], [-4.4754, -6.2511, -6.3442], [-1.6753, 1.5057, 3.1955], [-6.6282, -2.2073, -6.5215], [3.2285, 2.7806, -4.5674], [-4.2833, -3.9911, -4.2168], [-9.7080, -6.0134, 2.6341], [0.2950, 12.1874, 0.1107], [8.1134, -6.8229, 8.4944], [6.2282, 1.3873, 2.5149], [1.4110, -8.5118, -8.9571], [6.6241, -7.9481, 6.8284], [18.6137, -3.7858, 2.0857], [-1.5354, 1.2151, 1.6940], [-7.2740, 1.8588, -2.1628], [-7.9206, -0.4153, 3.7642], [0.8951, -8.3753, -7.6351], [-11.6428, 7.0135, 4.6775], [0.8532, 12.7561, 1.2703], [2.7897, -1.7889, 1.1492], [0.7764, 9.8150, 0.6904], [-3.6765, 2.1494, -5.2102], [-11.8527, 8.0175, 0.9934], [-1.1585, 10.3303, -0.6921], [4.4499, 2.3962, -0.5814], [-0.2662, -4.7598, -7.1532], [0.3977, 14.3935, -0.9231], [-2.4443, 3.8182, 2.9694], [-7.8874, -3.8919, -7.5897], [7.3022, -5.7452, 6.4928], [-10.1004, 7.7464, 2.6500], [-10.3052, 7.2509, 4.9895], [-0.5898, 6.5784, -0.6117], [0.2874, 0.6090, -0.0575], [0.0126, 13.0554, -0.9525], [-9.4779, 7.5773, 3.8894], [-5.8913, -2.2446, -5.1748], [13.0091, -4.6997, 1.2388], [2.0182, -6.1629, 3.8473], [1.5557, -12.2299, -9.4238], [7.6657, -1.7050, 2.6392], [-2.0661, -1.3812, -4.3941], [-6.9583, 5.7440, 2.6108], [0.6437, 3.0773, -2.2425], [2.9406, -4.5426, -2.0157], [1.8594, 5.1553, 1.5802], [-1.6893, -2.6290, 0.6040], [12.1977, -1.5769, 1.7812], [3.4925, -2.0662, 0.4161], [0.6342, -12.4803, -9.9431], [-4.6451, 0.4050, -2.7553], [2.6605, 16.3338, -0.4666], [7.1743, 0.9457, 2.9076], [0.6123, 1.6299, -0.0136], [-5.0397, 1.3573, -1.3220], [-7.4792, 5.1908, 10.0788], [1.4424, -4.5352, 1.0030], [1.7369, -7.6473, -9.5556], [-2.8091, 2.2531, -1.9167], [0.9136, -1.4431, -0.5936], [1.0014, -6.1452, 4.2337], [-6.5750, -2.7028, -4.4284], [-8.0552, 2.2662, -2.8965], [15.9060, -3.0152, 4.5743], [-7.6591, -4.5991, -8.3985], [19.4685, -3.8317, 1.3893], [20.7757, -4.0510, 3.2948], [2.2022, -2.7127, 1.2502], [-5.2302, -4.4435, -3.9787], [-6.7972, 6.2754, 7.7687], [10.6747, -3.2397, -0.0843], [0.6047, -4.3502, 2.5990], [1.9098, -5.0774, -4.6371], [-9.6945, -6.8897, 1.9632], [-2.4287, 1.2449, -3.8748], [20.8655, -2.3568, 3.0304], [0.2187, 15.0361, -1.7648], [7.8338, -5.9136, 9.0483], [1.0165, 16.8994, -0.3248], [-1.8947, 10.9394, -1.1286], [3.3383, -1.6429, 2.1164], [-0.7802, -0.5901, 1.3899], [-8.7593, 6.0163, 10.8531], [-6.5379, -6.1240, 3.5232], [-2.4438, 0.7747, 1.3959], [1.8621, -12.9953, -8.7197], [-12.3926, 6.7060, 5.4303], [-0.7899, 1.9190, 3.6363], [1.1962, -2.9323, -4.8158], [4.4415, 0.7969, -3.5476], [-0.8704, -3.9748, -7.6134], [-7.6926, 6.6277, 5.5691], [-1.3515, 4.3549, -7.8027], [-8.4221, 7.7346, 3.9533], [-2.1045, 2.7982, -4.0658], [14.6427, -1.4502, 2.4930], [-10.3442, -6.2938, 3.4582], [-3.1381, -5.7952, -3.9760], [1.9646, -7.3967, -5.4884], [10.3613, -2.9961, 1.6879], [-7.3396, 6.9478, 10.4621], [-3.3659, 4.3841, 2.9185], [1.1774, -2.4845, -6.6833], [-3.1779, 2.5776, -7.3571], [3.0730, 4.5762, -2.7491], [-11.5382, -2.1059, 1.7030], [-11.2497, -5.1982, 1.2276], [1.0072, 12.2546, 2.2084], [-8.5240, -0.2823, 4.6699], [-0.3155, 3.0525, -7.0969], [-10.0425, -2.3698, 0.8805], [-4.3595, 1.2884, -5.3165], [-0.4160, 4.6803, -6.3369], [2.0834, 16.5250, 1.1427], [-11.6717, 6.8207, 7.5848], [-1.4406, 2.1161, 1.1618], [-12.2407, 7.1714, 0.4590], [-0.6882, -6.2040, -8.6286], [-10.4566, -0.9372, 3.4787], [-0.3469, -2.5873, -5.7641], [1.6463, 10.0582, 1.2980], [5.5180, -6.1420, 2.3439], [-0.6256, 5.9954, 0.2739], [-1.5658, 6.4679, -1.1507], [7.7888, -7.6265, 9.1273], [14.7872, -5.7460, 1.7382], [1.0669, 7.6457, 0.9892], [-4.2955, -6.6180, -7.3323], [-4.2376, 3.0955, -5.1950], [6.6586, 2.1624, 4.9958], [-6.0268, -1.6637, -7.2661], [-7.7761, -7.4543, 3.0265], [-7.6054, -1.7200, -6.3739], [18.3029, -2.5383, 5.0530], [-7.5835, 0.8257, -1.9278], [-10.2260, -0.2518, 1.9389], [-8.7430, -4.2378, -6.9678], [17.0876, -4.2132, 0.6347], [-3.8601, -2.4185, -5.5140], [3.3493, 2.1604, 3.9112], [2.8105, 2.6535, 1.5319], [-3.8950, -3.3885, -3.4113], [-0.5026, 12.8071, -1.9053], [5.1581, -8.8203, 5.4395], [-10.5439, 6.3392, 9.5629], [-9.5694, 8.2039, 1.8305], [2.3770, 3.4226, -4.5053], [-9.4290, -3.7265, 3.0871], [-4.0143, 3.4584, -2.6513], [-13.1626, 6.8768, 3.0597], [-7.9009, 0.6457, 3.4668], [2.0914, -0.1432, -1.0994], [12.5211, -5.5626, 0.8105], [2.2325, -9.9668, -10.3800], [0.1775, 6.3260, -1.2664], [3.9082, 2.9812, -5.3774], [-2.2654, -4.3819, -4.6463], [-4.7786, -3.6117, -6.2349], [5.1169, 0.3796, -1.1873], [-11.0253, 8.4735, 0.5337], [-0.6129, 0.5392, -0.7304], [-5.2794, -5.5141, -6.4086], [0.7167, -11.6841, -6.9574], [9.1820, -6.9325, 8.3355], [5.8086, 0.6211, 5.3175], [6.2303, -4.7119, 4.9497], [-11.0915, -3.7180, 3.2888], [-2.2609, 3.8605, 1.8717], [10.5000, -4.6214, 1.2350], [1.9429, 14.4103, 2.0813], [3.5048, -5.3539, 1.0880], [-6.9380, -0.8795, 3.9359], [-2.1196, 1.4664, -6.4599], [7.8209, -4.8737, 6.7776], [-2.0724, 8.6141, -1.5356], [6.7648, 1.4061, 0.4370], [3.5442, 4.4187, -0.4312], [0.3857, -5.7906, 1.6302], [-1.6842, 4.3830, 3.4312], [0.4593, -9.5785, -5.8538], [2.8268, 1.7769, -4.7328], [-5.5859, -1.2230, -4.8418], [-7.1886, 2.5456, -1.3135], [-12.6000, 8.7866, 1.1197], [20.3879, -2.9937, 4.6163], [4.9458, 2.1801, 5.3897], [2.3382, -12.0654, -10.1689], [-7.7585, -6.7428, 4.6726], [-1.9166, 0.6142, 3.7930], [-4.6335, -7.0056, -5.5646], [6.7548, -8.8112, 7.4521], [-8.1933, -2.9702, -8.0484], [0.2227, 0.3817, 2.0720], [-9.5329, -4.5750, 0.9966], [2.8598, -7.0650, 5.6621]],
  "forces_ev_per_a": [[0.1, 0.1, -0.2], [0.0, 0.9, -0.5], [-0.1, -0.1, -0.4], [-0.4, 0.0, 0.3], [0.7, -0.2, 0.2], [-0.2, 0.2, -1.0], [-1.3, 0.6, -0.4], [0.0, -0.1, 0.6], [0.1, 0.4, -1.0], [-0.2, 0.1, 0.0], [-1.0, 0.5, 0.0], [-0.9, -0.4, 0.0], [0.8, 0.8, -0.2], [0.4, -0.6, 0.2], [-1.4, 0.9, -0.1], [0.1, 0.3, -0.1], [0.3, -0.5, -0.3], [0.3, -0.4, -0.7], [-0.1, 0.4, -0.4], [-0.1, 0.5, -0.3], [1.0, -1.7, 0.4], [-0.8, -0.2, -0.2], [2.4, -0.8, 1.0], [-0.3, 0.0, 0.8], [-0.1, 0.1, 0.2], [0.9, -1.3, -0.1], [0.1, 0.5, 0.0], [0.3, 0.5, 0.6], [-0.1, -0.3, 0.7], [-1.0, 0.0, -0.8], [1.3, 0.6, -0.3], [0.2, -0.6, 0.2], [1.5, 0.3, 1.0], [0.4, 1.0, 1.3], [0.9, -0.5, -0.1], [0.0, -1.1, -0.3], [1.4, 0.7, 0.6], [0.0, 1.5, -0.8], [0.4, -0.6, -1.3], [-1.5, -0.1, -1.0], [1.0, 0.1, 1.1], [0.2, -2.4, 0.4], [0.3, -1.3, -1.2], [-0.1, 1.2, -0.5], [-2.7, -0.1, -2.4], [0.7, -0.2, -2.0], [1.1, -0.4, -1.2], [0.6, 1.1, -0.1], [-0.4, -0.2, 0.1], [0.9, -0.7, 0.1], [0.7, -0.1, 1.2], [-2.9, -0.7, 0.8], [-0.6, -0.2, 0.8], [1.5, -0.5, 1.1], [1.1, -0.6, -0.5], [-0.6, -0.1, 0.3], [0.1, 1.6, 1.3], [-0.6, -0.8, 0.8], [-1.1, -1.0, 0.4], [0.7, -0.9, -0.5], [-0.2, -0.7, -0.1], [1.4, 0.1, 0.4], [-0.6, 1.1, -1.1], [0.1, 2.2, 1.1], [-0.6, 0.3, -0.2], [0.7, 0.4, 0.4], [-1.0, 0.6, -0.2], [-0.7, -0.6, -0.5], [0.5, -1.2, -0.6], [-0.5, 1.7, 1.5], [-0.3, -1.0, 0.2], [0.4, 0.9, -1.4], [-0.3, 0.5, -0.3], [-1.9, -0.2, -0.4], [0.3, 0.1, -0.3], [-1.4, 0.8, -1.0], [0.5, 1.0, 1.9], [-0.5, -0.7, 1.4], [0.5, -0.1, 0.9], [-1.5, 0.5, -1.2], [-0.7, -1.2, -0.2], [-0.6, -0.8, -1.0], [-0.4, -0.3, 1.3], [-1.0, 1.2, -0.8], [-1.0, 0.4, 0.6], [-0.7, 0.8, -0.6], [-1.4, 0.0, 0.5], [-0.8, 0.5, -2.6], [2.0, 0.6, -0.2], [0.3, 0.4, -1.1], [-1.3, 0.5, 0.3], [-1.3, 0.1, 0.6], [1.0, -0.5, -1.2], [0.0, -0.3, -0.6], [0.3, -1.6, 0.1], [-1.2, 0.3, 0.3], [-0.2, 0.3, 0.3], [-0.8, -0.6, -0.6], [0.6, 0.2, -2.3], [0.2, 0.9, -1.7], [0.8, 1.4, 1.7], [-1.0, 1.1, 0.0], [0.7, -1.1, 0.5], [-0.6, -0.6, 1.5], [1.3, 0.6, 0.0], [-1.3, 1.8, -0.4], [1.6, -1.3, 0.3], [-0.6, -0.5, 0.6], [1.4, 0.5, -1.8], [0.5, 1.3, 0.7], [-0.3, 1.0, 0.4], [0.3, -0.3, 0.9], [-0.1, -1.4, -0.1], [-0.1, 0.0, -1.8], [0.4, 0.2, -1.2], [0.1, 1.0, 0.5], [-0.7, -0.2, 0.2], [1.3, -0.6, 0.2], [0.1, -1.1, -0.2], [-0.3, -0.3, 0.3], [1.2, 0.1, -0.9], [0.6, 0.3, 0.4], [-0.9, 0.2, -2.0], [-1.2, 0.6, -0.2], [-0.3, 0.3, -1.1], [-1.6, -0.5, -0.5], [0.1, -0.1, -0.6], [-0.2, 0.1, 2.2], [0.5, -0.4, -0.4], [-1.1, 1.5, -0.7], [-0.7, -0.5, 1.9], [2.1, -1.3, 0.6], [-0.1, 0.5, 0.8], [0.7, -2.1, -0.4], [2.0, -0.8, 2.5], [-1.0, -0.2, -2.5], [-1.7, -0.2, -1.0], [-3.2, -0.8, -1.2], [2.3, 1.5, -0.2], [1.0, -1.2, -0.4], [-2.7, 2.3, -0.7], [-1.8, -1.0, 0.3], [-0.2, 1.3, -0.9], [-1.8, -0.1, 0.5], [-0.7, 1.3, 0.3], [1.0, -0.2, 0.3], [-0.7, -0.3, 1.9], [0.3, 0.3, -0.2], [-0.5, -0.2, 0.9], [-0.3, 0.7, -0.6], [0.1, -0.9, -1.5], [-0.5, 0.3, 0.3], [-0.1, 0.9, 1.3], [-1.0, -0.3, 0.6], [0.1, -1.6, 0.7], [1.1, -0.5, 0.1], [1.0, 0.4, -1.4], [-0.1, -0.1, 0.1], [0.3, 0.6, 0.2], [-0.2, -0.7, 0.1], [-0.9, 0.6, -0.5], [0.6, 0.4, -0.2], [0.5, 0.2, -0.3], [0.7, -0.4, 0.0], [-0.2, -0.3, 0.5], [-0.4, -0.5, 0.3], [-0.6, 0.1, 0.3], [0.3, 0.7, 0.3], [0.1, 0.0, -0.1], [0.7, 0.2, -0.4], [0.9, -0.5, 1.3], [0.2, 0.2, -0.2], [-0.1, 0.0, 0.5], [-0.5, -0.4, 0.5], [0.9, -1.0, 0.1], [-0.6, 0.6, 0.0], [-0.1, -0.5, 0.4], [1.0, 0.0, 0.6], [0.5, -0.7, 1.6], [-0.4, 0.5, 0.0], [0.0, 0.2, -0.6], [0.8, -0.1, 0.4], [0.0, -0.2, 0.1], [-0.9, 0.0, 0.1], [0.1, 0.5, 0.1], [0.3, -0.2, -0.5], [0.7, -0.6, 1.1], [-0.5, 1.0, -0.4], [-0.4, -0.1, -0.8], [0.6, -0.1, -0.6], [-0.2, 0.1, -0.1], [-0.4, -0.4, -0.4], [-1.0, -0.9, -0.7], [-0.1, 0.0, 0.1], [0.7, 0.1, -0.5], [1.2, 0.0, -0.1], [-0.6, 0.5, -1.2], [0.3, -0.4, -0.2], [0.3, -0.2, 0.3], [-0.3, 0.1, 0.4], [0.3, -0.7, 0.8], [0.2, 0.1, -0.1], [-0.7, 0.0, 0.2], [0.0, -0.9, -0.2], [-0.5, 0.1, 0.4], [0.1, 0.6, -0.6], [0.4, -0.2, 0.5], [-0.6, 0.9, 0.3], [-0.1, -0.1, -0.8], [-0.5, -0.1, 1.0], [-0.2, -0.5, 1.2], [-0.1, -0.5, 1.0], [0.4, 0.0, -0.1], [-0.5, -0.4, -0.1], [0.6, 0.4, 0.5], [-0.1, -0.6, 0.0], [0.1, -0.9, 0.3], [0.5, -0.3, -0.1], [0.4, -0.6, -0.3], [0.5, 0.4, 0.3], [0.3, -0.1, 0.0], [-0.3, 0.2, 1.1], [1.0, -0.1, -0.7], [0.2, 1.4, -0.6], [-0.1, -0.3, -0.3], [-0.6, -0.6, -0.6], [-0.7, 0.0, 1.2], [-0.4, 0.2, 0.2], [-0.3, 0.3, -0.2], [-0.8, 0.1, 0.1], [0.3, -0.2, 0.9], [0.9, 0.1, 0.5], [-0.1, -0.6, 0.1], [0.4, 0.0, -0.5], [0.1, 0.2, -0.1], [-0.2, -0.7, -0.4], [-0.4, -0.5, 0.2], [0.0, -0.1, -0.1], [-0.3, -0.1, -0.1], [0.8, 0.4, 0.2], [0.3, -0.1, -0.2], [0.5, 0.5, 1.9], [0.1, 0.5, 0.5], [0.1, 0.2, -0.3], [0.7, 0.0, -0.2], [0.0, -0.5, -0.8], [0.1, 0.1, -0.1], [0.1, 0.4, 0.2], [-0.2, 0.1, 0.1], [0.0, 0.0, 0.4], [0.4, -0.4, 1.0], [0.8, 0.6, 0.7], [0.5, 0.0, 0.0], [0.6, -0.4, 0.1], [-0.2, 0.6, -0.2], [-0.4, 0.5, 0.0], [0.6, -1.2, 0.1], [0.3, 0.1, 0.6], [0.7, -0.4, -0.6], [-1.4, -0.4, 1.2], [-0.2, 0.0, 0.2], [-0.5, 0.1, -0.4], [1.5, -0.6, -0.8], [0.4, 0.5, 0.0], [0.6, -0.1, -0.3], [0.2, 0.6, 1.4], [-0.3, 1.4, -0.2], [1.0, 0.2, -0.8], [1.4, 0.0, 0.2], [-0.5, -0.6, 0.1], [0.2, 0.0, 0.0], [0.0, 0.2, -0.3], [-0.1, 0.2, -0.6], [0.1, -0.4, 0.5], [-0.1, 0.0, 0.3], [0.6, -0.5, 0.4], [0.3, 0.7, -0.9], [-0.3, 0.2, -0.2], [0.1, 0.6, -1.3], [-0.5, 0.5, 0.0], [1.1, -0.7, -0.3], [0.9, 0.5, 0.5], [-0.1, -0.4, 0.2], [-0.4, 0.0, 0.3], [0.1, 0.2, 0.7], [-0.8, -0.9, -0.3], [1.1, 0.4, 1.0], [-0.3, 0.4, 0.1], [0.0, 0.1, -0.1], [-0.4, -0.8, -0.1], [0.1, -0.4, 0.0], [-0.4, 0.0, 0.2], [0.7, 0.2, 1.4], [-0.3, 0.2, 0.6], [-0.1, -0.3, 0.2], [0.1, 0.2, -1.0], [-0.3, 0.3, -0.4], [-0.2, 0.0, -0.4], [0.0, -0.4, 0.1], [-0.6, 0.3, -0.7], [2.1, 0.2, 0.9], [-0.2, -0.8, -0.2], [0.0, 0.8, -1.2]],
  "lowdin_charge": [0.106, 0.150, 0.123, 0.076, 0.077, 0.129, 0.122, 0.067, 0.125, 0.088, 0.167, 0.106, 0.172, 0.116, 0.121, 0.076, 0.070, 0.127, 0.055, 0.048, 0.216, 0.118, 0.181, 0.032, 0.133, 0.028, 0.059, 0.122, -0.213, -0.218, -0.234, -0.195, -0.229, -0.224, -0.190, -0.161, -0.071, -0.078, 0.084, -0.049, -0.070, -0.028, 0.044, -0.044, -0.075, -0.045, -0.088, -0.063, -0.057, 0.041, -0.053, 0.066, 0.044, 0.068, -0.126, 0.025, -0.029, -0.176, -0.149, 0.085, 0.022, -0.138, -0.080, 0.065, 0.044, -0.235, 0.052, 0.034, 0.046, 0.032, 0.021, 0.053, -0.001, 0.053, -0.146, -0.047, 0.047, -0.070, 0.064, -0.056, 0.046, 0.046, 0.045, 0.011, 0.021, -0.189, -0.113, 0.045, 0.031, 0.019, 0.035, 0.067, 0.039, 0.062, 0.023, 0.032, -0.095, 0.018, -0.123, 0.071, 0.077, 0.058, 0.055, -0.012, 0.048, -0.115, 0.081, -0.137, -0.169, -0.047, -0.152, -0.173, 0.032, -0.054, -0.201, -0.122, 0.063, 0.003, 0.076, 0.028, 0.056, -0.072, -0.087, -0.059, -0.125, 0.040, 0.048, -0.064, 0.066, -0.092, 0.093, 0.063, -0.090, 0.030, 0.073, -0.095, -0.090, 0.022, -0.010, -0.079, 0.095, -0.064, 0.038, 0.066, -0.098, 0.024, -0.010, 0.060, -1.226, -1.336, -1.225, -1.285, -1.235, -1.391, -1.283, 0.175, 0.066, 0.123, 0.113, 0.119, 0.136, 0.100, 0.128, 0.103, 0.092, 0.147, 0.111, 0.119, 0.163, 0.149, 0.117, 0.151, 0.108, 0.176, 0.113, 0.065, 0.126, 0.146, 0.154, 0.104, 0.142, 0.142, 0.129, 0.149, 0.148, 0.122, 0.134, 0.121, 0.103, 0.120, 0.107, 0.096, 0.127, 0.115, 0.135, 0.114, 0.122, 0.144, 0.160, 0.121, 0.119, 0.120, 0.166, 0.160, 0.136, 0.148, 0.138, 0.069, 0.126, 0.086, 0.133, 0.159, 0.157, 0.140, 0.153, 0.135, 0.086, 0.085, 0.130, 0.139, 0.090, 0.090, 0.152, 0.095, 0.109, 0.127, 0.118, 0.039, 0.144, 0.152, 0.086, 0.116, 0.099, 0.147, 0.126, 0.092, 0.146, 0.113, 0.142, 0.099, 0.144, 0.143, 0.085, 0.139, 0.114, 0.139, 0.118, 0.155, 0.113, 0.125, 0.151, 0.164, 0.160, 0.140, 0.076, 0.159, 0.161, 0.159, 0.092, 0.146, 0.153, 0.150, 0.075, 0.110, 0.092, 0.169, 0.162, 0.082, 0.150, 0.067, 0.158, 0.116, 0.115, 0.141, 0.177, 0.083, 0.124, 0.161, 0.119, 0.101, 0.112, 0.143, 0.148, 0.151, 0.111, 0.102, 0.078, 0.138, 0.111, 0.132, 0.090, 0.115, 0.102, 0.087, 0.111, 0.111, 0.137, 0.108, 0.155, 0.083, 0.136, 0.132, 0.160]
}